A molecular structure, C25H45BN11S3Ti, computed with the ωB97M-V functional and the def2-TZVPD basis.

ORCA input file:
```
! wB97M-V def2-TZVPD RIJCOSX def2/J DEFGRID3
* xyz 1 3
Ti 0.43 -0.67 -0.23
C 1.90 -2.15 4.00
C 0.42 -2.51 3.83
C 0.32 -3.64 2.81
C -0.17 -2.99 5.16
N -0.30 -1.25 3.44
C -0.22 -0.15 4.28
C -0.94 0.83 3.72
N -1.46 0.36 2.54
B -2.28 1.36 1.66
N -1.37 2.53 1.15
C -1.98 3.73 0.86
C -1.06 4.54 0.31
N 0.13 3.84 0.26
C -0.08 2.61 0.79
S 1.13 1.39 1.00
C 1.42 4.39 -0.27
C 1.19 5.82 -0.74
C 2.46 4.40 0.86
C 1.87 3.56 -1.47
N -3.10 0.74 0.52
C -4.39 0.31 0.79
C -4.86 -0.30 -0.31
N -3.86 -0.24 -1.28
C -2.79 0.40 -0.75
S -1.30 0.73 -1.54
C -3.98 -0.83 -2.64
C -5.37 -1.46 -2.80
C -3.83 0.26 -3.70
C -2.94 -1.94 -2.80
C -1.07 -0.92 2.37
S -1.51 -1.88 1.00
H 2.46 -3.05 4.26
H 2.07 -1.41 4.78
H 2.30 -1.75 3.06
H 0.89 -4.48 3.22
H 0.74 -3.36 1.85
H -0.71 -3.96 2.66
H 0.34 -3.89 5.48
H -1.23 -3.22 5.03
H -0.07 -2.24 5.94
H 0.33 -0.16 5.20
H -1.12 1.84 4.05
H -3.07 1.87 2.41
H -3.02 3.89 1.06
H -1.17 5.54 -0.06
H 0.93 6.49 0.08
H 0.43 5.88 -1.52
H 2.13 6.19 -1.16
H 2.11 5.02 1.68
H 3.39 4.82 0.48
H 2.65 3.40 1.22
H 1.04 3.39 -2.16
H 2.26 2.59 -1.15
H 2.67 4.09 -1.99
H -4.84 0.47 1.74
H -5.82 -0.74 -0.49
H -6.16 -0.71 -2.71
H -5.54 -2.26 -2.07
H -5.43 -1.89 -3.79
H -4.59 1.03 -3.55
H -3.97 -0.18 -4.69
H -2.85 0.72 -3.66
H -3.09 -2.70 -2.03
H -1.93 -1.55 -2.73
H -3.07 -2.41 -3.78
C 4.92 0.36 -1.78
N 4.48 -1.00 -2.05
C 5.36 -1.91 -2.77
C 3.22 -1.35 -1.68
N 2.35 -0.54 -1.19
N 2.92 -2.70 -1.84
C 1.66 -3.28 -1.74
N 1.63 -4.57 -2.15
N 0.63 -2.62 -1.33
H 5.98 0.43 -1.98
H 4.76 0.62 -0.73
H 4.40 1.08 -2.41
H 6.22 -1.36 -3.13
H 4.86 -2.33 -3.65
H 5.73 -2.72 -2.14
H 2.68 0.42 -1.18
H 3.66 -3.31 -2.11
H 2.47 -5.08 -2.35
H 0.82 -5.13 -1.92
H -0.21 -3.18 -1.35
*
```

Computed properties:
E_HOMO (alpha / beta) in Eh: -0.3070 / -0.3607
<S²>: 2.0053
HOMO-LUMO gap (alpha / beta) in eV: 6.2 / 7.6
Energy relative to the best compared isomer or geometry (same formula, charge and spin) in kJ/mol: 27.5


9 unconnected molecules or ions with the total composition C45H44F24O32S in a non-equilibrium geometry, computed with the ωB97M-V functional and the def2-TZVPD basis.

ORCA input file:
```
! wB97M-V def2-TZVPD RIJCOSX def2/J DEFGRID3
* xyz 0 1
C 2.51 -1.49 6.84
C 2.38 -0.17 6.96
C 3.46 0.75 6.54
O 3.67 1.80 7.07
O 4.25 0.26 5.54
C 4.37 1.11 4.40
C 3.04 1.54 3.79
C 3.20 1.58 2.28
C 1.96 2.02 1.51
C 0.85 0.95 1.53
C 1.34 -0.32 0.84
C 0.42 -1.56 0.73
C 0.99 -2.41 -0.42
F 2.33 -2.49 -0.17
F 0.82 -1.69 -1.56
C 0.58 -3.88 -0.75
F 0.43 -4.59 0.38
F -0.56 -3.90 -1.45
C 1.65 -4.63 -1.60
F 1.08 -5.81 -1.93
F 2.75 -4.88 -0.88
C 2.10 -3.99 -2.95
F 1.07 -3.50 -3.62
F 2.69 -4.92 -3.69
F 2.98 -3.01 -2.74
O 0.59 -2.23 2.00
C -0.22 -1.56 2.85
O -0.12 -1.53 4.01
O -1.23 -0.93 2.16
C -1.13 -1.39 0.84
O -1.72 -2.62 0.73
C -2.91 -2.79 1.54
C -3.85 -3.85 0.96
S -2.27 -0.47 -0.39
O -3.37 0.07 0.36
O -2.48 -1.45 -1.40
C -1.68 1.01 -1.42
F -2.17 0.73 -2.64
F -0.34 1.11 -1.53
C -2.32 2.37 -0.98
F -2.31 2.53 0.35
F -3.60 2.39 -1.41
C -1.62 3.61 -1.61
F -1.40 3.43 -2.90
F -2.44 4.66 -1.45
F -0.48 3.88 -1.00
H 1.80 -2.16 7.31
H 3.33 -1.90 6.27
H 1.49 0.30 7.38
H 4.87 0.52 3.64
H 4.99 1.98 4.62
H 2.81 2.55 4.13
H 2.24 0.87 4.12
H 3.55 0.62 1.91
H 4.01 2.29 2.07
H 2.20 2.33 0.50
H 1.54 2.89 2.02
H 0.63 0.76 2.58
H -0.06 1.35 1.11
H 2.17 -0.70 1.44
H 1.77 -0.06 -0.13
H -2.61 -3.07 2.55
H -3.44 -1.84 1.61
H -4.42 -4.30 1.77
H -3.29 -4.63 0.44
H -4.54 -3.37 0.26
O -8.38 6.30 -3.44
C -7.59 5.88 -2.66
O -6.70 4.89 -2.91
C -5.83 4.76 -1.79
C -6.65 5.38 -0.68
F -5.88 6.03 0.23
O -7.44 6.32 -1.38
H -4.92 5.34 -1.97
H -5.57 3.72 -1.63
H -7.30 4.68 -0.15
O -8.85 0.27 -7.25
C -8.18 0.96 -6.57
O -7.73 2.19 -6.90
C -7.08 2.76 -5.76
C -6.70 1.52 -4.97
F -6.73 1.73 -3.62
O -7.72 0.62 -5.33
H -7.78 3.38 -5.20
H -6.23 3.36 -6.07
H -5.73 1.09 -5.23
O -1.81 9.65 2.55
C -2.01 8.65 1.97
O -2.06 8.53 0.62
C -2.17 7.14 0.29
C -2.77 6.57 1.56
F -2.35 5.31 1.81
O -2.25 7.44 2.55
H -1.18 6.72 0.10
H -2.79 7.00 -0.58
H -3.86 6.59 1.60
O 4.61 -1.49 2.34
C 5.66 -1.90 2.70
O 6.74 -2.08 1.91
C 7.85 -2.44 2.74
C 7.15 -2.99 3.97
F 7.84 -2.74 5.11
O 5.94 -2.25 3.98
H 8.43 -1.55 2.99
H 8.48 -3.16 2.23
H 6.92 -4.05 3.92
O 1.24 5.73 -3.20
C 0.98 6.84 -2.87
O -0.06 7.18 -2.07
C 0.05 8.59 -1.77
C 0.87 9.09 -2.95
F 1.68 10.11 -2.61
O 1.66 7.95 -3.26
H 0.58 8.73 -0.83
H -0.94 9.04 -1.70
H 0.28 9.37 -3.82
O 6.67 -6.55 4.17
C 5.71 -6.40 4.85
O 4.96 -5.27 4.85
C 3.81 -5.49 5.67
C 4.28 -6.62 6.57
F 3.29 -7.47 6.90
O 5.21 -7.29 5.74
H 2.97 -5.81 5.05
H 3.55 -4.58 6.21
H 4.79 -6.30 7.48
O -3.95 -7.05 0.18
C -3.60 -7.58 -0.82
O -2.35 -7.99 -1.10
C -2.37 -8.73 -2.32
C -3.62 -8.20 -2.98
F -4.26 -9.14 -3.72
O -4.43 -7.86 -1.87
H -2.47 -9.79 -2.11
H -1.46 -8.55 -2.89
H -3.48 -7.31 -3.60
O 5.51 0.09 -7.76
C 4.88 -0.68 -7.12
O 5.23 -1.17 -5.91
C 4.14 -1.95 -5.39
C 3.39 -2.31 -6.66
F 2.05 -2.39 -6.46
O 3.68 -1.22 -7.50
H 3.53 -1.32 -4.74
H 4.52 -2.80 -4.84
H 3.73 -3.23 -7.14
*
```

Computed properties:
E_HOMO in Eh: -0.3794
Structure (SMILES): C=CC(=O)OCCCCCC[C@@]1(C(F)(F)C(F)(F)C(F)(F)C(F)(F)F)OC(=O)O[C@@]1(OCC)S(=O)(=O)C(F)(F)C(F)(F)C(F)(F)F.O=C1OC[C@@H](F)O1.O=C1OC[C@@H](F)O1.O=C1OC[C@@H](F)O1.O=C1OC[C@@H](F)O1.O=C1OC[C@@H](F)O1.O=C1OC[C@@H](F)O1.O=C1OC[C@@H](F)O1.O=C1OC[C@@H](F)O1
HOMO-LUMO gap in eV: 10.3


A molecular structure, CH3BBr2O2 in a non-equilibrium geometry, computed with the ωB97M-V functional and the def2-TZVPD basis.

ORCA input file:
```
! wB97M-V def2-TZVPD RIJCOSX def2/J DEFGRID3
* xyz 0 1
B -0.44 -0.14 -0.98
C 0.97 -0.12 1.65
O -1.45 0.34 -1.60
O 0.26 0.66 0.02
Br 2.62 -0.73 1.13
Br -0.26 -1.53 2.11
H -0.54 -1.28 -0.82
H -1.69 1.25 -1.63
H 0.52 1.55 0.10
*
```

Computed properties:
E_HOMO in Eh: -0.2971
HOMO-LUMO gap in eV: 8.1
Energy relative to the best compared isomer or geometry (same formula, charge and spin) in kJ/mol: 443.3